This record from the OMol25 dataset describes the molecule C3H9NSi at a distorted geometry. The level of theory is the ωB97M-V functional and the def2-TZVPD basis.

The geometry in XYZ format:
```
14
Properties=species:S:1:pos:R:3:forces:R:3
Si -2.058243 0.178004 1.052641 -0.3 0.4 -1.0
N -0.843309 0.423538 -0.188593 0.1 1.4 -1.7
C 0.578675 0.333096 -0.066031 -0.8 -1.8 0.6
C 1.389294 -0.972636 -0.159290 3.3 3.5 2.6
C 1.428214 0.034740 -1.224184 1.6 2.1 -1.7
H -2.536176 1.440399 1.757681 -0.1 -0.4 -0.7
H -0.993848 1.112418 -0.995512 -0.5 -1.5 1.8
H 1.164064 -1.916722 -0.416961 -1.4 -3.1 -0.4
H -1.663127 -0.565403 2.238532 0.6 -0.5 0.0
H 2.329241 -0.817950 0.536892 -2.0 -1.0 -1.3
H -3.071855 -0.625423 0.260521 0.0 0.6 0.7
H 0.998455 0.883681 0.725850 0.6 1.1 0.6
H 0.921514 -0.171403 -2.173770 0.1 0.0 0.5
H 2.357101 0.663663 -1.347775 -1.1 -0.8 0.0
```
Forces are in eV/Å.

As for the HOMO energy: -8.901 eV. The calculated total energy comes out at -12622.717 eV. The structure (SMILES) is [SiH3]NC1CC1. As for the HOMO-LUMO gap: 9.9866 eV. The energy above the lowest of the compared OMol25 structures with the same formula, charge and spin is 149.1 kJ/mol. Its LUMO energy is 1.09 eV. The molar mass comes out at 87.20 g/mol.